# 1
Computed, not measured: a structure of composition C40H54CsGeN4O10P3S, with ωB97M-V/def2-TZVPD.

Computed properties:
- orbital gap (alpha / beta) (eV) = 6.18 / 6.44
- E_tot (Ha) = -6047.709869
- multiplicity = 2
- highest occupied orbital energy (alpha / beta) (hartree) = -0.15359 / -0.16289
- total charge = -1

Each line ends with the Mulliken charge.
Geometry (Å):
Cs -0.486 0.413 -0.602  1.6200
Ge -1.213 1.108 2.947  0.0664
S 2.984 1.969 0.555  -0.2237
P -2.182 3.369 -1.080  -0.1780
P -3.957 0.857 -1.906  0.7916
P 1.189 -1.177 -3.699  0.8583
O -1.867 3.169 0.364  -0.4513
O -5.368 0.591 -2.297  -0.8991
O 3.872 -4.621 2.630  -0.5736
O 1.244 -0.212 1.549  -0.4650
O -1.298 2.887 -2.182  -0.3552
O -3.005 0.836 -3.191  -0.2019
O -3.392 0.136 -0.699  -0.7319
O 1.593 -5.760 1.265  -0.8035
O 0.392 -1.583 -2.512  -0.4182
O -2.521 4.959 -1.323  -0.5689
N -1.453 -2.323 -0.024  0.3987
N 2.423 -0.145 2.128  0.4593
N 2.370 -3.659 1.058  0.2913
N -4.403 2.447 0.107  -0.2080
C 3.649 0.050 -4.212  -0.1273
C -1.106 1.939 -6.136  -0.3642
C 4.627 0.731 2.368  -1.0817
C 1.104 2.971 5.380  -0.4342
C 4.920 -0.180 3.349  -0.3070
C -5.094 1.930 6.765  -1.2896
C 1.600 -4.996 -4.988  -0.5987
C 2.112 -4.867 -6.270  -0.4331
C 3.725 -4.079 1.334  -0.6211
C 0.041 2.609 3.045  0.5834
C -3.035 1.729 3.429  -1.0220
C 0.091 3.449 4.334  -0.6829
C -2.335 -4.488 0.473  -0.9338
C 1.310 -3.863 -4.238  -0.4116
C 0.577 1.421 -4.501  -0.2736
C 0.378 0.061 -4.738  0.2691
C -3.374 1.549 4.913  -0.2500
C -0.171 2.357 -5.200  -0.7876
C -1.314 0.585 -6.367  -0.8315
C 2.043 -2.472 -6.065  -0.1543
C 2.702 -0.999 3.146  -0.3003
C -1.072 -4.935 0.809  -0.5304
C 0.001 -4.064 0.731  0.2492
C 1.536 -2.597 -4.772  0.0907
C -4.761 2.074 5.281  -0.4059
C 5.381 0.268 -2.562  -0.7742
C -4.811 3.557 -2.122  -1.8100
C 0.677 1.748 6.194  -0.9372
C 4.549 -0.283 -1.601  -0.3958
C -0.250 -2.764 0.329  0.3284
C 3.918 -1.065 3.761  -1.0056
C 2.813 -0.517 -3.248  0.4177
C 3.358 0.806 1.734  0.0790
C -3.887 2.654 -1.324  0.8581
C -0.579 -0.356 -5.664  -0.5439
C 2.331 -3.606 -6.810  -0.7146
C 3.264 -0.685 -1.942  -0.1979
C 1.377 -4.572 1.028  0.4778
C 4.932 0.441 -3.866  -0.8018
C -2.477 -3.170 0.050  -0.5194
H -6.093 2.313 6.982  0.3880
H -3.093 2.786 3.144  0.4089
H -3.754 1.180 2.812  0.4516
H -1.687 5.418 -1.467  0.3229
H 1.876 -1.638 3.429  0.5543
H -2.628 2.065 5.525  0.0626
H -4.820 3.129 4.995  0.3211
H -4.065 3.164 0.746  0.3806
H -0.756 -1.415 -5.811  0.4819
H 2.200 -1.487 -6.488  0.2421
H 0.898 -3.935 -3.238  0.4224
H 5.359 1.453 2.034  0.4938
H 4.890 -0.370 -0.577  0.3991
H -5.057 0.882 7.072  0.3068
H -2.252 1.458 -3.104  0.2683
H -3.437 -2.765 -0.255  0.4914
H 2.608 -1.087 -1.175  0.6493
H -0.324 3.208 2.209  0.3305
H -0.255 1.946 6.731  0.2508
H -0.043 3.409 -4.988  0.3665
H 3.287 0.201 -5.223  0.2964
H -3.966 1.539 0.363  0.1126
H 1.424 -5.979 -4.569  0.4280
H -0.889 -5.957 1.121  0.4940
H 5.903 -0.207 3.802  0.4122
H 4.073 -1.802 4.535  0.4845
H 1.287 1.745 -3.749  0.4213
H 1.311 3.796 6.068  0.3711
H 6.379 0.589 -2.288  0.3749
H 1.033 2.254 2.765  -0.6120
H -3.308 0.489 5.177  0.3763
H 4.027 -4.807 0.580  0.3417
H 3.309 -5.410 2.641  0.3754
H -4.939 4.530 -1.648  0.4233
H 2.045 2.745 4.869  0.1860
H 2.337 -5.750 -6.855  0.3699
H -5.507 1.539 4.684  0.3021
H -0.937 -0.095 3.872  -0.2273
H -4.376 2.483 7.374  0.2969
H -5.414 2.335 0.127  0.3792
H 0.547 -2.033 0.260  -0.4847
H -0.904 3.526 4.791  0.2149
H 1.440 1.483 6.929  0.4066
H 0.369 4.470 4.054  0.3709
H -1.695 2.672 -6.672  0.3834
H -2.068 0.264 -7.074  0.3898
H -4.378 3.725 -3.107  0.3097
H -5.772 3.059 -2.266  0.4840
H -3.192 -5.146 0.519  0.4376
H 5.579 0.891 -4.609  0.4054
H 4.364 -3.203 1.281  0.3183
H 2.722 -3.505 -7.815  0.3956
H 0.518 0.885 5.551  0.1356
H 2.152 -2.673 1.018  -0.1852

Forces on the atoms, in the same order (eV/Å):
0.40 0.50 0.03
-0.04 -0.12 -0.15
-0.03 -0.18 0.06
-0.76 0.41 -0.12
-0.56 -0.08 0.33
0.13 0.11 0.00
0.11 -0.15 0.00
0.31 0.08 -0.02
-0.06 -0.07 -0.11
0.38 -0.32 0.19
0.08 -0.12 -0.13
0.22 0.10 -0.05
-0.13 0.33 -0.44
0.04 0.07 -0.12
0.14 -0.25 -0.06
0.13 -0.32 -0.01
-0.07 -0.35 0.29
0.36 0.26 0.23
0.12 0.23 -0.16
-0.01 0.13 -0.33
0.08 0.04 0.19
0.00 0.01 0.00
-0.07 -0.04 0.01
-0.05 -0.10 -0.01
-0.06 0.00 -0.04
0.05 0.01 -0.15
-0.03 0.03 0.05
0.00 -0.02 0.00
-0.11 -0.02 0.26
-0.08 -0.03 0.16
-0.02 0.08 0.12
0.07 -0.06 -0.08
0.01 0.09 -0.04
0.02 0.08 -0.02
-0.10 -0.14 -0.01
0.09 -0.09 0.07
-0.09 0.06 -0.15
0.01 0.02 0.03
0.00 -0.07 0.04
-0.02 -0.06 0.08
-0.34 -0.12 -0.08
-0.11 -0.32 0.05
0.20 -0.11 -0.04
-0.05 -0.05 -0.05
0.03 -0.05 0.04
-0.01 -0.02 0.04
-0.19 -0.12 0.09
0.02 0.16 -0.10
0.06 0.03 -0.04
-0.12 0.05 -0.27
0.18 -0.01 0.10
-0.09 -0.18 -0.12
-0.20 0.09 -0.22
0.05 0.09 0.30
0.04 0.14 0.02
0.00 0.10 0.01
-0.01 0.11 -0.01
-0.18 -0.03 0.31
-0.08 0.00 -0.09
0.08 0.08 -0.04
0.02 -0.02 0.05
-0.02 -0.03 0.02
-0.06 0.00 0.04
0.05 0.14 -0.04
-0.05 0.02 -0.14
0.04 -0.01 0.04
-0.05 0.00 -0.02
0.06 0.06 0.01
-0.02 0.01 -0.05
0.01 -0.03 -0.04
0.01 -0.04 -0.03
-0.01 0.01 -0.01
-0.03 0.00 0.00
0.00 0.03 0.01
-0.01 -0.01 0.14
0.01 0.00 0.03
-0.03 0.00 -0.15
0.13 0.12 0.02
-0.01 -0.03 -0.01
0.00 -0.01 0.00
0.04 0.00 0.00
0.05 -0.22 0.10
0.00 0.01 -0.01
-0.02 0.02 -0.01
-0.02 0.02 -0.01
0.01 0.02 0.00
0.01 0.03 -0.01
0.01 0.00 0.02
-0.01 0.00 -0.01
0.02 0.04 -0.03
0.03 0.00 0.02
0.00 -0.04 -0.03
0.05 0.08 -0.01
-0.01 0.02 -0.01
0.00 0.05 0.01
0.00 0.01 0.01
-0.02 0.05 -0.02
0.11 -0.15 0.21
-0.02 -0.02 0.02
-0.05 0.04 -0.05
-0.01 -0.01 0.02
0.02 0.02 0.02
-0.03 0.00 -0.01
-0.01 0.02 0.00
0.00 -0.01 0.01
0.01 0.00 0.01
0.03 -0.01 0.02
-0.01 0.02 0.00
-0.01 0.02 0.00
-0.01 0.00 0.01
0.05 0.06 -0.02
0.00 -0.01 0.01
-0.05 -0.09 -0.04
0.02 -0.06 0.09

# 2
Computed, not measured: a cluster of 8 separate species, C40H54INO17 in total, with ωB97M-V/def2-TZVPD.

Computed properties:
- orbital gap (eV) = 8.89
- SMILES string = COCCCN1C(=O)c2cccc(I)c2C1=O.O=C1CCCO1.O=C1CCCO1.O=C1CCCO1.O=C1CCCO1.O=C1CCCO1.O=C1CCCO1.O=C1CCCO1
- E_tot (Ha) = -3188.205423
- multiplicity = 1
- highest occupied orbital energy (hartree) = -0.32885

Each line ends with the Mulliken charge.
Geometry (Å):
I 4.023 -2.427 -3.445  0.1168
O 0.185 1.262 -0.102  -0.4049
O -5.565 -2.165 4.018  -0.5508
O 0.975 6.227 -0.636  -0.3399
O -7.274 -8.114 -1.012  -0.5731
O 3.587 -5.712 -2.896  -0.5228
O -2.607 -6.295 -2.321  -0.3602
O 4.587 4.603 0.408  -0.6698
O 5.512 10.010 0.452  -0.5911
O -5.064 -2.207 1.839  -0.3307
O 5.010 9.585 -1.690  -0.3604
O -1.513 2.657 4.755  -0.6173
O 4.628 6.142 2.024  -0.3161
O -2.203 0.717 3.840  -0.3495
O 0.787 0.348 1.838  -0.7956
O 0.203 4.955 -2.298  -0.6173
O 0.886 -6.469 0.603  -0.5618
O -7.448 -8.747 -3.153  -0.3741
N 1.788 -6.324 -1.552  0.1203
C 5.873 9.848 -0.674  0.5584
C -5.391 -7.976 -3.995  -0.5148
C -5.627 -4.429 1.308  -0.2367
C -5.348 -3.057 0.710  -0.5088
C 0.241 1.241 1.243  0.5922
C 2.079 7.133 -0.419  -0.3862
C 2.308 6.162 -2.570  -0.6887
C 5.739 9.331 -2.904  -0.3997
C -1.242 2.980 0.635  -0.7156
C -3.221 -0.268 4.138  -0.3420
C -6.769 -8.263 -2.086  0.3647
C 5.098 6.234 3.382  -0.4576
C 1.671 -2.050 0.227  -0.3837
C -0.429 2.493 -0.552  -0.1211
C -1.602 -6.492 -3.286  -0.8267
C -2.200 1.675 4.801  0.4922
C 1.662 -4.351 -0.326  0.6679
C 2.863 -2.794 -1.736  -0.5729
C 1.356 -5.830 -0.306  0.0302
C -0.256 -5.807 -2.983  -0.2514
C 1.051 5.686 -1.869  0.6576
C 5.098 4.800 3.898  -0.5020
C 2.449 -1.766 -0.885  -0.3448
C 7.296 9.855 -1.198  -0.4093
C -0.419 2.475 1.820  0.5561
C 2.736 -5.400 -2.105  0.2619
C -5.602 -2.732 2.963  0.5561
C -3.207 1.328 5.880  -0.4774
C 2.457 -4.088 -1.429  0.5691
C 3.145 6.690 -1.404  0.9495
C -5.326 -7.994 -2.470  0.3252
C 0.826 -6.811 -2.539  -1.2609
C 5.405 4.008 2.627  -0.5093
C -6.248 -4.067 2.654  -0.5793
C -3.466 -0.154 5.632  -0.4889
C 7.094 9.997 -2.705  -0.5484
C 1.262 -3.341 0.521  -0.9991
C -2.225 -6.672 -1.004  -0.7172
C 4.827 4.896 1.544  0.5324
C -6.560 -8.912 -4.272  -0.4695
H -4.706 -8.810 -2.097  0.1922
H 7.883 9.550 -3.306  0.3246
H -4.456 -0.493 5.924  0.3130
H -4.110 -0.037 3.552  0.2049
H -2.039 -5.774 -0.417  0.1963
H -5.633 -6.969 -4.339  0.2684
H 4.104 4.538 4.261  0.2630
H 2.405 7.056 0.615  0.2084
H 7.029 11.054 -2.969  0.2689
H 4.435 6.886 3.942  0.3082
H 0.081 -5.313 -3.889  0.5335
H 1.419 -7.063 -3.414  0.3747
H 3.832 7.488 -1.673  -0.5383
H -1.035 2.289 -1.431  0.3859
H -4.493 -3.053 0.039  0.2936
H -6.261 -5.050 0.681  0.3405
H 1.383 -1.208 0.858  0.7057
H -2.222 2.498 0.641  0.2605
H 6.477 3.904 2.454  0.2787
H 4.931 3.031 2.615  0.3123
H 2.789 5.339 -3.092  0.3282
H -1.344 -7.306 -0.974  0.3002
H 0.357 3.190 -0.825  -0.0205
H -0.445 -5.016 -2.259  0.3085
H -6.213 -2.649 0.182  0.2770
H -6.252 -9.959 -4.316  0.2514
H -4.983 -7.049 -2.065  -0.1136
H -4.102 1.932 5.724  0.2676
H 6.097 6.674 3.371  0.2877
H 5.824 8.250 -3.036  0.2433
H -6.020 -4.791 3.430  0.3135
H -1.397 4.057 0.626  0.4144
H -7.094 -8.665 -5.186  0.3470
H 0.637 -3.558 1.372  0.5619
H -1.987 -6.038 -4.194  0.3051
H -2.730 -0.750 6.175  0.2986
H 2.748 -0.760 -1.132  0.4351
H -2.793 1.526 6.865  0.3129
H -2.857 -1.249 3.849  0.2806
H 7.767 8.907 -0.935  0.2461
H -4.687 -4.959 1.468  0.1473
H 0.366 -7.744 -2.231  0.6252
H 5.806 4.636 4.707  0.3380
H -1.428 -7.554 -3.492  0.3689
H -1.032 2.228 2.672  -0.4960
H 0.359 3.185 2.107  0.2945
H -7.327 -3.923 2.585  0.2864
H 1.732 8.152 -0.605  0.2870
H -3.043 -7.212 -0.535  0.3998
H 3.725 5.872 -0.968  0.0200
H -4.469 -8.283 -4.484  0.3076
H 2.036 6.946 -3.280  0.3033
H 5.186 9.747 -3.742  0.3591
H 7.857 10.680 -0.769  0.3155

Forces on the atoms, in the same order (eV/Å):
-0.16 0.13 0.29
-0.10 -0.08 -0.04
0.11 0.06 -0.01
0.01 -0.02 0.05
-0.15 0.07 -0.02
-0.70 0.32 0.09
0.09 -0.29 0.19
0.02 -0.12 0.12
-0.16 0.05 -0.01
0.04 -0.03 0.00
0.08 0.10 -0.08
0.05 -0.22 -0.10
-0.06 0.04 0.04
-0.04 0.15 0.33
-0.11 0.17 0.10
-0.06 -0.01 0.02
-0.22 0.16 -0.69
-0.02 0.03 -0.07
0.22 -0.22 -0.22
0.19 -0.17 0.24
0.12 0.01 0.07
-0.06 -0.09 0.06
-0.01 -0.13 -0.14
0.19 0.20 0.30
0.19 0.16 0.07
0.25 0.05 0.45
0.06 0.01 -0.14
0.02 0.05 0.12
-0.08 -0.18 -0.02
0.26 -0.11 0.26
0.04 -0.01 0.21
-0.07 0.62 0.23
-0.15 0.12 0.01
0.34 0.55 -0.47
-0.26 0.22 0.22
0.08 -0.31 0.10
0.01 -0.39 0.15
-0.14 0.73 0.38
-0.21 -0.29 0.18
-0.06 0.11 -0.28
0.04 -0.11 -0.03
0.35 -0.52 -0.68
-0.13 0.22 -0.46
-0.30 -0.04 -0.69
0.06 0.17 0.16
-0.29 -0.02 0.16
0.11 -0.49 -0.01
0.60 0.02 -0.44
0.21 -0.19 -0.25
-0.23 0.15 -0.49
0.08 -0.34 -0.26
-0.29 0.20 0.38
0.36 -0.13 -0.32
-0.04 0.07 0.15
0.12 -0.01 0.08
-0.01 -0.23 0.10
-0.24 0.23 0.03
0.22 -0.20 -0.11
0.10 0.02 -0.12
0.01 0.04 0.09
-0.04 -0.06 0.00
-0.03 -0.01 -0.11
0.01 0.02 -0.01
0.18 0.04 0.16
0.00 -0.01 -0.01
0.00 0.02 0.01
-0.12 -0.09 0.03
-0.02 -0.01 -0.02
-0.06 0.07 -0.14
0.09 0.16 -0.09
0.15 -0.17 -0.07
-0.12 0.08 0.05
0.12 -0.14 -0.05
0.05 0.14 0.08
-0.04 0.01 -0.06
-0.02 -0.36 -0.13
0.01 -0.01 -0.01
0.00 -0.06 -0.06
0.12 -0.07 -0.18
-0.16 0.00 -0.16
0.11 -0.07 -0.04
0.06 -0.02 0.00
0.12 0.02 0.19
-0.01 0.01 0.03
0.01 0.00 0.03
0.07 -0.08 0.21
0.03 0.08 0.03
0.01 -0.01 -0.03
0.01 0.00 0.02
-0.16 0.09 0.14
0.08 0.01 -0.06
-0.14 -0.03 0.07
-0.03 0.02 0.16
-0.26 -0.10 -0.14
0.00 -0.01 -0.02
-0.10 0.21 0.18
-0.04 0.24 -0.02
0.11 0.08 -0.15
0.01 0.02 0.08
0.00 0.00 -0.02
0.05 -0.08 0.42
0.04 0.05 -0.03
-0.12 -0.17 0.11
0.31 0.02 0.15
0.02 -0.05 0.09
-0.01 0.00 0.08
-0.04 -0.02 -0.02
-0.17 -0.07 -0.02
-0.17 0.25 -0.11
-0.02 -0.06 0.00
-0.05 -0.06 -0.05
-0.14 -0.01 0.08
0.03 -0.11 0.20

What is the multiplicity in the second record? 1